Entry 1:
{
  "formula": "C22H41BF6MoN6O5PS4",
  "method": "ωB97M-V with the def2-TZVPD basis set",
  "s_squared": 2.026,
  "e_homo_ev": [-9.90, -10.76],
  "relative_energy_ev": 0.728,
  "lumo_energy_ev": [-3.38, -3.23],
  "spin_multiplicity": 3,
  "e_tot_ev": -114121.642,
  "homo_lumo_gap_ev": [6.52, 7.52],
  "total_charge": 1,
  "symbols": ["Mo", "F", "C", "F", "F", "S", "O", "O", "N", "S", "O", "O", "C", "F", "F", "F", "C", "N", "C", "C", "N", "B", "N", "C", "C", "N", "C", "C", "S", "C", "S", "H", "H", "H", "H", "H", "H", "H", "H", "H", "H", "H", "H", "O", "H", "H", "C", "C", "C", "C", "P", "N", "C", "C", "C", "C", "C", "C", "C", "C", "H", "H", "H", "H", "H", "H", "H", "H", "H", "H", "H", "H", "H", "H", "H", "H", "H", "H", "H", "H", "H", "H", "H", "H", "H", "H", "H"],
  "xyz": [[-0.57740, 0.29690, -0.01190], [3.77750, 2.00360, 0.67570], [2.74870, 2.31420, 1.45280], [1.84480, 2.94950, 0.70140], [3.15410, 3.12900, 2.41130], [1.94630, 0.73250, 2.08170], [1.32380, 0.28430, 0.83510], [2.97190, -0.10410, 2.56770], [0.94670, 1.18730, 3.19740], [-0.45060, 1.82060, 2.87500], [-1.54490, 1.25210, 3.58160], [-0.64170, 2.04510, 1.45630], [-0.31980, 3.58210, 3.51390], [0.04040, 3.63320, 4.78320], [0.56690, 4.25500, 2.78720], [-1.50290, 4.16940, 3.37590], [-1.12860, -4.58050, -2.25740], [-2.05450, -3.84620, -1.44450], [-3.28210, -4.26210, -1.00570], [-3.83670, -3.22480, -0.33440], [-2.95440, -2.17060, -0.34880], [-3.29080, -0.82110, 0.29530], [-3.35060, -0.95510, 1.79480], [-4.45310, -0.94190, 2.61610], [-4.03740, -1.19440, 3.87830], [-2.68130, -1.36680, 3.84380], [-1.80500, -1.58080, 4.95890], [-2.27630, -1.19860, 2.57230], [-0.66440, -1.24450, 2.04720], [-1.86280, -2.57650, -1.02940], [-0.44210, -1.70980, -1.40840], [-1.46750, -5.60910, -2.34690], [-0.13610, -4.54960, -1.80900], [-1.05980, -4.12350, -3.24590], [-3.64130, -5.25250, -1.19400], [-4.78010, -3.14030, 0.16550], [-4.28990, -0.38050, -0.14630], [-2.24450, -0.00290, 0.04240], [-5.43210, -0.75640, 2.23010], [-4.58730, -1.27040, 4.79180], [-2.38260, -1.52070, 5.87780], [-1.03270, -0.80970, 4.95610], [-1.32470, -2.55780, 4.88370], [2.11200, -0.17310, -1.65960], [2.85590, -0.25240, -1.05360], [2.16490, -0.91230, -2.27190], [-3.20210, 2.25950, -4.78280], [-2.33030, 1.45210, -3.82730], [-3.15430, 0.35000, -3.16230], [-1.22390, 0.74050, -4.60350], [-1.44640, 2.50390, -2.46850], [-0.94760, 1.51580, -1.33680], [0.08000, 3.40260, -3.18680], [0.51710, 4.43360, -2.14700], [1.22640, 2.40400, -3.34890], [-0.22110, 4.11690, -4.50370], [-2.66380, 3.74470, -1.64160], [-3.91580, 2.93860, -1.29650], [-3.05480, 4.93190, -2.51450], [-2.05190, 4.22170, -0.32240], [-3.52940, 1.61280, -5.59530], [-2.66080, 3.09070, -5.21970], [-4.09400, 2.63890, -4.29500], [-3.47430, -0.35700, -3.92630], [-4.04230, 0.71800, -2.66340], [-2.53480, -0.18460, -2.44190], [-1.66060, -0.02770, -5.23790], [-0.53710, 0.25700, -3.90960], [-0.68310, 1.42060, -5.25120], [0.62960, 3.96860, -1.17060], [-0.18660, 5.25620, -2.08350], [1.47930, 4.85290, -2.43720], [1.28120, 1.74390, -2.48140], [2.16900, 2.94660, -3.42120], [1.13590, 1.79610, -4.24310], [-1.12690, 4.71120, -4.44120], [-0.31560, 3.42590, -5.33600], [0.60260, 4.79140, -4.73500], [-4.48750, 2.68660, -2.18510], [-4.56120, 3.53210, -0.65080], [-3.63980, 2.03120, -0.75790], [-3.45010, 4.61360, -3.47460], [-2.22070, 5.60650, -2.68460], [-3.83200, 5.49630, -2.00070], [-1.48880, 3.41460, 0.14340], [-2.84640, 4.51360, 0.36150], [-1.39960, 5.07830, -0.44660]]
}


Entry 2:
{
  "formula": "C22H41ClInNP3S",
  "method": "ωB97M-V with the def2-TZVPD basis set",
  "e_homo_ev": [-15.99, -15.99],
  "relative_energy_ev": 1.568,
  "lumo_energy_ev": [-11.34, -10.68],
  "spin_multiplicity": 1,
  "e_tot_ev": -81335.986,
  "homo_lumo_gap_ev": [4.65, 5.32],
  "total_charge": 3,
  "symbols": ["In", "P", "P", "P", "H", "C", "C", "H", "C", "C", "C", "C", "C", "C", "C", "C", "C", "H", "H", "H", "H", "H", "H", "H", "H", "H", "H", "H", "H", "H", "H", "H", "H", "H", "H", "H", "H", "H", "H", "H", "H", "H", "H", "H", "H", "H", "C", "C", "C", "C", "C", "C", "S", "H", "H", "H", "H", "H", "H", "Cl", "C", "C", "C", "C", "N", "C", "H", "H", "H", "H"],
  "xyz": [[-0.70597, 0.07468, -1.65425], [0.32774, 1.51996, 2.71515], [0.98856, 1.94128, -1.54491], [-1.10066, -1.64969, 1.57359], [1.17586, -3.83566, -3.99038], [0.33157, -4.02352, -3.32933], [-1.01864, -3.39961, -3.50238], [-1.22961, -2.57408, -4.18335], [1.93484, 1.02713, 3.47970], [0.65081, 3.32630, 2.57397], [-0.69001, 1.63452, 4.24373], [1.35901, 2.18667, -3.29716], [0.38090, 3.51034, -0.89106], [2.56095, 1.60242, -0.67825], [-1.77008, -3.35684, 1.20576], [-2.60781, -1.15245, 2.54591], [-0.07923, -2.11883, 3.05118], [0.40402, -5.01763, -2.84962], [-1.86985, -3.99291, -3.18157], [2.11942, 1.64042, 4.36928], [2.76088, 1.17401, 2.77116], [1.92374, -0.03049, 3.76909], [0.91778, 3.70728, 3.56708], [-0.25826, 3.83301, 2.22397], [1.46936, 3.51959, 1.87164], [-0.17559, 2.27595, 4.96536], [-0.85212, 0.65007, 4.69229], [-1.65645, 2.08521, 3.99639], [1.30828, 3.27560, -3.47593], [0.55839, 1.68663, -3.86759], [2.32396, 1.71528, -3.55527], [1.21727, 4.09215, -0.44162], [-0.38753, 3.33140, -0.11439], [-0.07746, 4.12031, -1.69367], [3.32970, 2.32861, -1.03601], [2.86650, 0.55988, -0.91384], [2.43013, 1.69885, 0.42622], [-1.88431, -3.93556, 2.13668], [-1.16017, -3.97446, 0.52152], [-2.74651, -3.24356, 0.71023], [-2.95474, -1.98231, 3.19119], [-3.40931, -0.91185, 1.84667], [-2.47909, -0.25166, 3.15914], [-0.34751, -3.12361, 3.42112], [-0.12092, -1.39023, 3.87992], [0.96345, -2.15919, 2.72265], [1.69575, -2.17723, -1.80985], [2.62831, -2.60542, -0.86041], [3.96037, -2.60953, -1.19677], [4.33848, -2.14100, -2.46295], [3.41681, -1.55452, -3.32413], [2.05859, -1.60163, -3.01373], [0.07341, -2.82812, -1.61868], [0.07561, -2.86765, -0.27858], [2.29145, -3.07068, 0.03486], [4.70345, -2.95249, -0.50415], [5.39017, -2.17577, -2.70513], [3.79496, -0.95676, -4.15488], [1.31711, -1.17500, -3.69219], [-3.58319, 3.66432, 1.91776], [-3.60760, 2.65636, 0.53419], [-4.53589, 2.83372, -0.50327], [-4.44647, 2.00828, -1.63078], [-3.43619, 1.06206, -1.70269], [-2.59948, 0.85902, -0.65751], [-2.64468, 1.65402, 0.44238], [-5.28796, 3.60253, -0.40320], [-5.15164, 2.08661, -2.46545], [-3.27267, 0.43430, -2.60112], [-1.89995, 1.46116, 1.22627]]
}


Entry 3:
{
  "formula": "C22H41FN4O3PS3",
  "method": "ωB97M-V with the def2-TZVPD basis set",
  "e_homo_ev": -10.56,
  "relative_energy_ev": 2.967,
  "lumo_energy_ev": -4.27,
  "spin_multiplicity": 1,
  "e_tot_ev": -80078.587,
  "homo_lumo_gap_ev": 6.29,
  "total_charge": 1,
  "symbols": ["C", "O", "C", "C", "C", "C", "C", "C", "C", "C", "C", "C", "C", "C", "N", "N", "C", "S", "C", "N", "C", "S", "C", "C", "S", "C", "F", "P", "C", "C", "H", "H", "H", "H", "H", "H", "H", "H", "H", "H", "H", "H", "H", "H", "H", "H", "H", "H", "H", "H", "H", "H", "H", "H", "H", "H", "H", "H", "H", "H", "H", "H", "H", "H", "H", "H", "H", "H", "C", "N", "O", "O", "H", "H", "H"],
  "xyz": [[9.75598, -2.17946, 0.74088], [9.81234, -0.96322, -0.01133], [8.74046, -0.99524, -0.94810], [8.46024, 0.43469, -1.47645], [7.26125, 1.04125, -0.66488], [5.88717, 0.44207, -1.13947], [4.82163, 1.59534, -1.21077], [3.80598, 1.45970, -0.03035], [2.64201, 2.49222, -0.25906], [1.54532, 2.21693, 0.80743], [0.18553, 2.92218, 0.50688], [-0.91551, 2.31081, 1.43910], [-2.37468, 2.42322, 0.83009], [-3.01939, 1.02236, 0.50592], [-3.34086, 0.82731, -0.95707], [-2.31368, 1.20483, -1.89414], [-1.21065, 0.69740, -1.65411], [0.00796, -0.19000, -1.29294], [-4.48902, 1.69571, -1.48005], [-4.39148, 3.14434, -1.32485], [-5.25832, 3.74865, -1.90155], [-6.41383, 4.60902, -2.51724], [-5.87533, 0.97972, -1.36194], [-5.39007, -0.41219, -1.90411], [-6.49324, -1.83676, -1.93062], [-3.96758, -0.54912, -1.17792], [-3.29862, -1.38314, -2.08185], [-4.18295, -1.70803, 0.31000], [-4.00895, -3.48738, -0.12709], [-5.65224, -1.30773, 1.35989], [9.46009, -2.99535, 0.04577], [8.95832, -2.11668, 1.51055], [10.72516, -2.42247, 1.20481], [8.94998, -1.70427, -1.78271], [7.83247, -1.39157, -0.43516], [9.32844, 1.10287, -1.32154], [8.23376, 0.45923, -2.55798], [7.39871, 0.78788, 0.40433], [7.32755, 2.13730, -0.77707], [5.57738, -0.28971, -0.36873], [5.97012, -0.11358, -2.09180], [5.26962, 2.60270, -1.19687], [4.26020, 1.49803, -2.16264], [3.39273, 0.43248, 0.03056], [4.34481, 1.65849, 0.91918], [3.10761, 3.48966, -0.16607], [2.29279, 2.32416, -1.29639], [1.92753, 2.54665, 1.79105], [1.40291, 1.11798, 0.84133], [0.32813, 3.98793, 0.77891], [-0.06916, 2.89371, -0.56862], [-0.91741, 2.90814, 2.36803], [-0.62028, 1.27016, 1.66485], [-2.98302, 2.97432, 1.56411], [-2.24600, 3.05131, -0.06993], [-2.29002, 0.27561, 0.85233], [-3.94188, 0.99176, 1.11020], [-4.32086, 1.56746, -2.56994], [-6.56717, 1.33393, -2.14049], [-6.23590, 1.00565, -0.31913], [-5.14874, -0.26661, -2.98024], [-6.39339, -2.37285, -3.18101], [-3.93813, -4.03240, 0.82511], [-4.85841, -3.93285, -0.67462], [-3.05474, -3.64239, -0.65430], [-5.72689, -0.21489, 1.53207], [-5.49796, -1.76459, 2.34971], [-6.63470, -1.61765, 0.95334], [-5.22024, -4.97031, 4.51396], [-4.71413, -4.65313, 3.15051], [-4.97132, -5.43517, 2.26031], [-4.07143, -3.62190, 3.02676], [-5.76700, -5.90634, 4.47193], [-4.35858, -5.05349, 5.17119], [-5.87039, -4.15470, 4.82001]]
}